The following is a quantum chemistry calculation of a cluster of 2 separate species, C30H29BF3NO4 in total, from OMol25.

XYZ file:
```
68
Properties=species:S:1:pos:R:3:forces:R:3
C -0.8913 4.4573 -2.2059 0.3 0.3 -0.2
C -2.0752 3.4875 -2.0848 -0.3 0.0 -0.5
C -1.7774 2.7444 -0.8233 0.3 0.1 0.6
C -0.5515 3.2400 -0.3102 -0.1 0.3 -0.4
O 0.0355 4.1894 -1.0860 -1.2 -1.1 0.5
C -0.0498 2.8154 0.9314 0.2 0.3 -0.2
C -0.7796 1.8985 1.6441 0.1 -0.3 -0.2
C -1.9142 1.2357 1.0714 -0.2 -0.2 0.0
C -2.5259 0.0862 1.6144 -0.3 1.6 0.4
C -2.3468 -0.4711 2.9164 0.4 -0.6 0.5
C -3.4674 -1.0332 3.5999 0.2 -0.5 -0.2
C -3.2756 -1.7503 4.7608 1.0 0.2 0.0
C -1.9625 -1.9193 5.2716 -0.1 0.1 -0.1
O -1.8843 -2.7081 6.3751 -0.8 0.5 -0.8
C -3.2581 -3.1350 6.6952 0.3 -0.2 0.3
C -4.2019 -2.5158 5.6537 -0.5 0.0 0.1
C -0.8518 -1.3213 4.6625 -0.4 -0.5 0.7
C -1.0606 -0.6056 3.5093 -0.3 0.4 -0.5
C -2.4460 1.7491 -0.1521 0.5 0.0 -0.7
H -0.3311 4.3299 -3.1396 0.0 0.0 0.4
H -1.2088 5.5054 -2.1282 0.2 -0.3 0.1
H -3.0215 4.0382 -2.0244 0.2 -0.2 0.0
H -2.1304 2.8149 -2.9492 0.0 0.1 0.2
H 0.8888 3.2292 1.2882 -0.2 0.0 0.1
H -0.4620 1.6405 2.6485 0.0 0.1 -0.3
H -3.3534 -0.3219 1.0306 0.1 0.1 0.1
H -4.4717 -0.9167 3.1882 0.3 -0.1 0.0
H -3.2752 -4.2313 6.6769 0.1 0.3 0.0
H -3.4750 -2.7996 7.7166 0.1 -0.1 -0.3
H -4.9371 -1.8655 6.1405 0.1 -0.1 -0.1
H -4.7468 -3.2957 5.1094 0.1 0.2 0.1
H 0.1331 -1.4711 5.0946 -0.1 0.1 -0.2
H -0.2003 -0.2060 2.9815 -0.2 -0.3 0.1
H -3.3437 1.3084 -0.5898 0.3 0.0 0.2
C 2.5529 1.4152 -4.7983 -0.5 0.5 -0.2
C 3.3676 0.3198 -4.1587 0.0 0.0 0.0
C 3.5328 -0.8124 -5.1424 0.0 -0.6 -0.2
C 4.7146 0.8505 -3.7047 0.3 0.0 0.3
O 2.7249 -0.1627 -2.9186 0.0 0.0 -0.2
C 1.4432 -0.5851 -2.9781 -0.8 0.0 -0.9
N 0.9492 -0.9522 -1.7017 0.8 0.5 0.5
C -0.3557 -1.3965 -1.4411 0.1 0.1 0.0
B -1.3201 -1.7665 -2.6931 0.4 0.1 1.2
F -2.4390 -2.3857 -2.1083 -0.6 -0.1 -0.3
F -1.6662 -0.5393 -3.2768 -0.7 -0.1 -0.7
F -0.5856 -2.6793 -3.4637 -0.7 0.0 -0.4
C -0.4963 -1.5859 -0.0922 0.5 -0.2 0.0
C 0.7929 -1.4014 0.5202 0.2 0.4 -0.1
C 1.6495 -0.8811 -0.4750 -0.1 -0.4 -0.5
C 2.9336 -0.4637 -0.1979 0.5 0.1 0.5
C 3.4066 -0.6096 1.1142 -0.3 -0.1 -0.2
C 2.6240 -1.2543 2.0855 0.0 0.1 -0.1
C 1.3281 -1.6778 1.7794 0.1 0.2 0.2
O 0.7938 -0.6232 -3.9994 0.9 0.1 1.3
H 2.3973 2.2472 -4.1023 0.0 -0.1 -0.1
H 3.0738 1.7965 -5.6846 0.0 -0.1 0.2
H 1.5859 1.0112 -5.1067 0.2 0.3 0.0
H 4.1431 -1.6194 -4.7229 -0.1 0.1 0.0
H 2.5501 -1.1999 -5.4239 0.2 0.0 0.0
H 4.0332 -0.4425 -6.0451 -0.1 0.0 0.2
H 5.3182 0.0601 -3.2428 -0.1 0.1 -0.1
H 5.2782 1.2483 -4.5564 -0.2 -0.1 0.1
H 4.5887 1.6620 -2.9776 0.0 -0.1 -0.1
H -1.3868 -1.8461 0.4701 0.1 -0.5 -0.5
H 3.5387 -0.0469 -0.9924 0.1 -0.1 0.4
H 4.3988 -0.2394 1.3651 -0.2 -0.2 0.0
H 3.0284 -1.4105 3.0882 -0.1 0.0 -0.3
H 0.7217 -2.2320 2.4946 0.2 0.2 0.0
```
Forces are in eV/Å.

As for the multiplicity: 1. Its frontier orbital gap is 0.167 hartree. For the LUMO energy, the calculation gives -2.59 eV.


The following is a quantum chemistry calculation of a structure of composition C30H29BrClN3O6SV, from OMol25.

XYZ file:
```
72
Properties=species:S:1:pos:R:3:forces:R:3
V -0.5059 -0.4972 -0.3046 1.5 0.2 -1.8
C 5.4862 2.2434 5.0875 0.4 0.6 0.0
C 4.8261 1.6880 3.8745 1.0 -0.8 -2.9
C 3.7962 2.3194 3.1321 0.0 -0.1 1.1
C 3.0540 1.5977 2.1991 0.7 -1.4 0.0
C 3.5190 0.3117 1.8369 -1.2 1.1 0.0
C 4.7228 -0.1997 2.2897 -0.5 0.1 -0.6
C 5.3978 0.5441 3.2251 0.4 -0.1 2.4
S 2.4514 -0.7043 0.8444 -1.5 1.7 -1.5
O 3.3832 -1.4291 0.0040 0.0 -0.5 0.1
O 1.6050 -1.4063 1.7784 0.3 -0.7 0.2
N 1.4319 0.2645 -0.0364 2.3 -1.2 1.1
C 2.0705 0.8518 -1.2274 -0.6 1.6 1.2
C 1.1382 0.6116 -2.4282 0.2 -0.3 -0.2
O 1.4733 0.9979 -3.5546 -0.9 -0.7 1.3
O 0.0691 -0.1098 -2.0972 1.4 1.1 -2.1
H 4.9008 2.0379 5.9714 -0.4 -0.1 0.3
H 5.5486 3.3302 4.9972 0.2 0.0 0.2
H 6.4914 1.8335 5.3041 -0.5 0.2 -0.5
H 3.5595 3.3689 3.3267 -0.3 -0.4 0.3
H 2.0730 1.8857 1.8179 0.5 0.4 -0.2
H 5.0460 -1.1710 1.9108 0.2 0.4 0.1
H 6.3483 0.1338 3.6384 -0.8 0.4 -0.2
H 3.0655 0.4524 -1.4159 0.0 -0.2 -0.3
H 2.2243 1.9728 -1.0049 -0.3 -1.4 -0.8
Cl -4.7537 -2.0091 5.4342 0.3 0.0 -0.8
C -3.5647 -1.6269 4.1776 0.4 0.0 -1.1
C -2.3658 -1.0141 4.6099 -0.1 -0.3 1.1
C -1.3925 -0.6036 3.7301 -0.7 -0.2 0.5
C -1.5607 -0.7793 2.3596 0.7 1.4 -2.4
O -0.7498 -0.1662 1.5021 -1.6 -1.5 3.5
C -2.7091 -1.4920 1.9179 -0.2 0.1 -1.0
C -2.9486 -1.7886 0.5397 3.6 0.2 -2.4
O -2.0650 -1.6799 -0.4233 -3.1 -0.4 2.7
C -3.7157 -1.8704 2.8035 -0.6 0.2 2.3
H -2.2427 -0.9096 5.7154 0.0 0.2 -1.1
H -0.5348 -0.0467 4.0116 0.7 0.2 0.5
H -3.8439 -2.2595 0.2018 -1.0 -0.3 0.2
H -4.6237 -2.2924 2.4014 -0.1 -0.2 0.1
C -3.0254 2.3891 -4.7018 -0.1 0.8 0.2
N -3.6615 1.2567 -3.9885 0.3 0.4 -0.8
C -4.0363 0.3126 -5.0840 1.2 -0.4 1.1
C -2.7332 0.6941 -2.9440 -0.3 0.4 -1.4
C -2.4062 1.6429 -1.8216 -0.7 0.8 1.1
C -3.0131 2.9225 -1.7755 0.3 -1.5 -1.0
C -2.4475 3.9336 -1.0371 -1.1 0.6 -0.5
C -1.5195 3.6051 -0.1214 1.8 0.0 2.2
C -1.2400 2.2551 0.1493 0.9 1.2 1.3
C -1.6177 1.2467 -0.6933 -0.2 -0.4 -1.3
H -3.5670 2.5034 -5.6484 0.4 0.1 0.1
H -1.9423 2.2527 -4.9054 -0.4 -0.2 0.0
H -3.1264 3.3730 -4.1861 0.1 -0.9 -0.2
H -4.5538 0.8442 -5.8697 -0.1 0.2 -0.1
H -4.7223 -0.4584 -4.7358 0.2 -0.2 0.2
H -3.1172 -0.1547 -5.5394 -0.7 0.1 0.3
H -1.8204 0.3211 -3.4563 -0.2 0.3 0.5
H -3.2043 -0.1359 -2.4801 -0.6 -1.1 0.1
H -3.8826 3.1220 -2.3849 0.2 0.0 -0.3
H -2.7893 4.9422 -1.2093 0.0 0.3 0.2
H -0.9788 4.3564 0.4865 -0.5 -0.3 -0.4
H -0.6376 2.0425 1.0689 -0.5 0.2 -1.0
Br 2.4791 -6.9075 -2.2399 0.0 0.6 -0.3
C 1.7762 -5.1776 -1.8770 -0.9 2.6 -0.2
C 1.9780 -3.9465 -2.6302 -0.4 -0.9 1.1
C 1.4037 -2.7265 -2.1667 -0.4 -1.1 -0.1
N 0.6024 -2.6320 -1.0626 0.5 -1.6 -0.8
C 0.3389 -3.8091 -0.4461 1.7 0.5 -0.8
C 0.9079 -5.0555 -0.7902 -0.5 0.2 0.3
H 2.5271 -3.9207 -3.5743 0.0 -0.1 0.5
H 1.5420 -1.8322 -2.8020 -0.1 -0.5 0.8
H -0.2051 -3.7510 0.4735 -0.6 0.1 0.2
H 0.5870 -5.8978 -0.1577 0.5 0.3 -0.5
```
Forces are in eV/Å.

As for the multiplicity: 3. Its frontier orbital gap (alpha / beta) is 0.232 / 0.250 hartree. For the LUMO energy (alpha / beta), the calculation gives 1.65 / 1.58 eV. As for the relative energy (zero: lowest compared OMol25 entry of this formula, charge and spin): 10.0 kJ/mol. Its charge is -1.


The following is a quantum chemistry calculation of a structure of composition C30H29EuN6PS, from OMol25.

XYZ file:
```
68
Properties=species:S:1:pos:R:3:forces:R:3
Eu 11.1545 -16.1880 -3.7579 0.1 1.2 -0.8
C 11.4931 -21.3204 -7.1279 -0.3 0.5 -0.1
C 11.7169 -21.6641 -5.8057 0.6 -1.5 0.8
C 11.4368 -20.7934 -4.7546 -1.0 -0.8 -0.1
C 10.8652 -19.5709 -5.0697 1.3 -0.1 -1.3
C 10.7016 -19.1424 -6.4165 0.1 0.3 1.2
C 10.9509 -20.0499 -7.4288 0.0 -0.4 0.3
N 10.5298 -18.7019 -4.0621 -2.1 -1.1 4.3
N 10.1493 -19.3245 -2.9339 1.7 0.4 -5.4
C 9.6338 -18.5367 -1.9873 -1.9 3.3 2.3
C 8.7669 -19.1088 -1.0322 1.8 -1.2 -0.4
C 8.2855 -18.3512 0.0097 -0.1 1.1 -0.8
C 8.4266 -16.9534 -0.1052 -0.9 -0.3 1.5
C 9.2346 -16.4090 -1.0757 0.5 -0.7 -0.6
N 9.8460 -17.1764 -1.9981 -0.5 -1.1 0.8
H 11.7280 -22.0708 -7.8894 -0.3 0.5 0.1
H 12.0612 -22.7125 -5.5905 -0.2 1.3 -0.1
H 11.3937 -21.0597 -3.6879 0.6 -0.2 -0.7
H 10.3647 -18.0940 -6.5769 0.0 -1.0 -0.2
H 10.6111 -19.8005 -8.4124 0.3 0.1 -0.6
H 8.6902 -20.2046 -1.0516 -0.2 0.6 0.0
H 7.8094 -18.8496 0.8396 -0.3 0.3 0.0
H 7.9017 -16.2887 0.6038 0.6 -0.4 -0.3
H 9.4851 -15.3495 -1.1113 -0.3 -0.2 0.0
N 10.5005 -14.1260 -5.4419 -0.2 -0.7 -1.0
C 11.1514 -12.8440 -5.2464 0.3 0.0 -0.3
C 11.9055 -12.2129 -6.2725 -1.6 -1.8 0.7
C 12.2243 -10.9024 -6.1104 0.4 1.6 0.1
C 11.9214 -10.2307 -4.9243 0.1 0.2 1.9
C 11.4504 -10.9515 -3.7993 0.3 0.1 -2.1
C 10.9905 -12.2693 -3.9848 1.1 0.9 0.0
P 10.3538 -13.2099 -2.5854 -0.6 -0.3 -0.3
C 8.7037 -12.4370 -2.4218 -0.7 0.3 1.1
C 8.6266 -11.0855 -1.9554 0.1 -1.8 -1.5
C 7.3757 -10.5653 -1.7819 -0.9 0.2 1.1
C 6.1783 -11.2920 -1.9287 0.7 -0.2 -0.2
C 6.2611 -12.6293 -2.2928 -1.4 0.0 -0.3
C 7.5049 -13.1847 -2.5236 1.7 -1.7 0.2
C 11.2937 -12.5890 -1.1625 0.4 -0.3 0.2
C 10.6308 -12.5099 0.0815 0.1 0.1 -1.3
C 11.3304 -12.1845 1.2146 0.7 0.6 1.5
C 12.7273 -11.9451 1.1790 -0.9 -1.3 -1.4
C 13.3753 -12.0936 -0.0656 0.5 0.0 0.5
C 12.6929 -12.4180 -1.2375 -0.7 0.1 0.4
H 10.4979 -14.4218 -6.4412 0.1 0.6 0.9
H 9.5130 -14.0378 -5.1731 0.4 0.1 -0.3
H 12.0767 -12.7635 -7.1986 0.0 0.3 0.2
H 12.7121 -10.3588 -6.9147 -0.1 -0.1 0.1
H 12.1108 -9.1512 -4.7201 0.2 -1.0 -0.7
H 11.5042 -10.4710 -2.8382 -0.4 0.0 0.2
H 9.5394 -10.5073 -1.8126 -0.4 -0.1 0.1
H 7.3296 -9.6222 -1.2857 -0.2 0.9 -0.2
H 5.2128 -10.8389 -1.7069 0.3 0.0 -0.1
H 5.3223 -13.2360 -2.3986 1.1 0.6 0.2
H 7.5985 -14.3228 -2.6150 -0.2 1.7 -0.3
H 9.5542 -12.6724 0.0887 0.2 0.1 0.3
H 10.7895 -12.0965 2.1787 0.5 -0.1 -0.7
H 13.2897 -11.8889 2.0983 0.0 0.5 0.0
H 14.4659 -12.0245 -0.1475 -0.4 0.1 0.3
H 13.2683 -12.5322 -2.1700 -0.5 0.1 0.4
N 13.9586 -17.8656 -5.6668 0.3 0.5 1.1
C 14.1523 -17.6636 -4.3043 0.3 -0.9 -1.8
N 14.4972 -18.7470 -3.5718 -0.3 1.3 0.8
S 13.9463 -16.0763 -3.6986 0.6 -0.7 0.2
H 14.0350 -18.7769 -6.1021 0.1 0.0 0.3
H 14.1576 -17.0827 -6.2911 -0.3 -0.3 0.5
H 14.9627 -19.5628 -3.9344 -0.2 0.0 -0.5
H 14.6506 -18.5942 -2.5714 -0.2 0.0 -0.6
```
Forces are in eV/Å.

As for the multiplicity: 8. Its frontier orbital gap (alpha / beta) is 0.212 / 0.213 hartree. For the LUMO energy (alpha / beta), the calculation gives -7.40 / -7.39 eV. Its charge is +2.